Below is C3H4ClFS in the gas phase, with properties calculated with ωB97M-V with the def2-TZVPD basis set.

Each line ends with the Mulliken charge.
Cartesian coordinates (Å):
F1 -1.677 0.680 -0.524  -0.331
C1 -0.257 0.307 -0.176  0.316
C2 0.255 0.969 0.946  -0.436
S1 1.131 2.636 0.631  -0.112
C3 -0.158 -1.289 -0.422  -0.410
Cl1 1.498 -1.624 -0.657  -0.182
H1 0.333 1.033 -0.885  0.220
H2 -0.143 1.045 2.005  0.332
H3 -0.628 -1.802 -1.283  0.318
H4 -0.354 -1.954 0.365  0.285

Forces on the atoms, in the same order (eV/Å):
2.0 -0.6 1.4
-1.8 -0.7 -5.7
1.7 7.6 4.1
-2.4 -5.4 1.0
-0.3 1.5 -0.7
2.8 -0.3 -0.5
-1.1 -2.6 -0.3
0.6 -1.0 -1.3
-0.5 1.6 0.2
-1.1 0.0 1.7

Calculated values
* SMILES: F[C@@H](C=S)CCl
* energy above the lowest of the compared OMol25 structures with the same formula, charge and spin: 84.3 kcal per mole
* DFT total energy: -29246.9408 eV

Below is 2 unconnected molecules or ions with the total composition C10H23BNO5P, with properties calculated with ωB97M-V with the def2-TZVPD basis set.

Each line ends with the Mulliken charge.
Cartesian coordinates (Å):
O1 7.249 -2.621 2.254  -0.618
C1 7.272 -2.001 1.070  0.497
O2 8.350 -1.038 0.739  -0.677
P1 5.967 -2.322 -0.306  -0.006
O3 4.496 -3.007 0.341  -0.371
B1 3.576 -1.969 0.847  0.638
O4 2.306 -2.463 1.478  -0.535
O5 3.800 -0.510 0.838  -0.509
H1 6.551 -3.422 -1.087  0.026
H2 1.663 -2.677 0.722  0.272
H3 3.869 -0.138 -0.089  0.283
C2 -4.492 -0.893 0.458  -1.130
C3 -4.319 0.513 1.013  -0.281
C4 -3.754 1.538 0.017  -1.053
C5 -2.561 1.117 -0.850  -0.693
N1 -1.171 1.029 -0.156  0.609
C6 -0.447 -0.247 -0.641  -0.815
C7 0.207 0.182 -1.933  -0.578
C8 0.758 1.548 -1.593  -0.496
C9 -0.251 2.186 -0.642  -0.511
C10 -1.198 1.015 1.362  -1.415
H4 -3.547 -1.314 0.104  0.211
H5 -4.864 -1.560 1.243  0.390
H6 -5.214 -0.904 -0.363  0.323
H7 -3.709 0.470 1.918  0.281
H8 -5.300 0.873 1.352  0.380
H9 -3.540 2.477 0.538  0.292
H10 -4.572 1.774 -0.677  0.453
H11 -2.465 1.836 -1.670  0.378
H12 -2.764 0.160 -1.337  0.507
H13 0.308 -0.513 0.110  0.516
H14 -1.161 -1.069 -0.740  0.322
H15 -0.529 0.251 -2.741  0.275
H16 0.990 -0.516 -2.247  0.490
H17 0.923 2.159 -2.486  0.340
H18 1.726 1.446 -1.087  0.165
H19 -0.857 2.959 -1.121  0.345
H20 0.254 2.629 0.224  0.350
H21 -1.670 0.087 1.689  0.373
H22 -1.717 1.907 1.721  0.379
H23 -0.165 1.029 1.729  0.592

Forces on the atoms, in the same order (eV/Å):
-0.8 2.6 -5.7
5.8 1.2 4.5
-6.2 -4.9 0.6
0.4 1.1 -0.7
-1.3 3.1 1.3
0.6 -1.1 0.0
0.8 0.8 -3.0
-1.1 -2.2 -1.6
-0.5 0.3 1.2
1.6 0.2 1.7
0.6 -0.9 1.6
-0.1 -0.1 0.1
0.0 0.0 0.3
-0.1 -0.1 0.1
-0.1 0.2 0.0
0.4 -0.1 0.0
-0.1 0.2 0.1
-0.1 -0.3 -0.3
0.6 0.4 -0.2
-0.1 0.0 0.3
0.0 0.0 -0.4
-0.1 -0.1 0.0
0.0 0.1 -0.2
0.1 -0.1 0.0
-0.1 0.0 -0.1
0.2 0.0 -0.1
0.0 0.0 -0.1
0.3 0.0 -0.1
0.2 -0.1 0.3
0.2 0.0 0.3
-0.2 0.2 -0.1
0.0 0.2 0.2
0.1 -0.1 0.1
-0.2 0.1 0.1
0.0 -0.1 0.2
-0.2 0.0 -0.1
0.0 -0.3 0.2
-0.3 -0.2 -0.1
0.0 0.3 0.0
0.0 -0.3 0.0
-0.2 0.0 -0.3

Calculated values
* DFT total energy: -32433.6728 eV

Below is C5H11NO in the gas phase, with properties calculated with ωB97M-V with the def2-TZVPD basis set.

Each line ends with the Mulliken charge.
Cartesian coordinates (Å):
C1 -0.789 -1.887 0.456  -1.114
C2 -0.741 -0.939 -0.730  -0.880
C3 -0.171 0.464 -0.454  0.588
C4 -0.696 1.034 0.858  -1.542
N1 1.297 0.323 -0.383  -0.215
C5 2.055 1.479 -0.467  -0.106
O1 1.844 2.390 -1.227  -0.480
H1 -1.384 -1.411 1.241  0.272
H2 -1.248 -2.863 0.365  0.379
H3 0.186 -1.952 0.942  0.300
H4 -0.133 -1.382 -1.527  0.406
H5 -1.774 -0.827 -1.083  0.341
H6 -0.461 1.102 -1.287  0.304
H7 -0.528 2.106 0.996  0.382
H8 -0.189 0.553 1.688  0.397
H9 -1.751 0.789 0.985  0.338
H10 1.624 -0.590 -0.645  0.234
H11 2.859 1.611 0.272  0.395

Forces on the atoms, in the same order (eV/Å):
0.2 1.1 1.5
-0.5 -0.4 -0.3
0.1 -0.6 0.0
0.0 0.0 0.3
-1.1 0.4 0.3
0.7 0.2 -0.3
-0.6 0.1 0.2
-0.2 0.0 0.0
0.2 -0.2 -0.7
0.2 -0.4 -0.2
-0.3 0.1 -0.2
0.3 0.0 -0.2
0.1 0.1 -0.1
-0.1 -0.1 -0.3
0.1 -0.2 0.1
-0.1 0.4 -0.1
0.6 0.1 0.3
0.3 -0.5 -0.1

Calculated values
* SMILES: CC[C@@H](C)NC=O
* energy above the lowest of the compared OMol25 structures with the same formula, charge and spin: 28.0 kcal per mole
* DFT total energy: -8900.4816 eV

Below is a molecular structure, C33H71BN2P2PtSbSi3, with properties calculated with ωB97M-V with the def2-TZVPD basis set.

Each line ends with the Mulliken spin population.
Cartesian coordinates (Å):
Pt1 -0.656 -0.348 -1.051  -0.025
C1 4.934 -2.533 2.012  0.004
C2 3.823 -3.244 1.225  0.024
C3 4.428 -4.413 0.444  -0.002
C4 2.807 -3.805 2.236  0.006
P1 2.758 -2.208 0.081  0.029
C5 2.511 -0.695 1.143  0.014
N1 1.142 -0.622 1.611  -0.009
B1 -0.054 -0.787 0.849  0.768
N2 -1.109 -1.023 1.799  -0.012
C6 -2.466 -1.380 1.489  -0.067
P2 -2.653 -1.450 -0.349  0.318
C7 -2.228 -3.217 -0.845  0.094
C8 -3.377 -4.208 -0.661  0.008
C9 -1.814 -3.192 -2.325  0.010
C10 -1.037 -3.733 -0.022  -0.059
C11 -4.462 -1.075 -0.604  0.090
C12 -5.429 -1.924 0.229  0.010
C13 -4.776 -1.192 -2.101  0.059
C14 -4.654 0.384 -0.174  0.037
C15 -0.583 -0.901 3.090  -0.001
C16 -1.204 -0.981 4.321  0.000
C17 -0.421 -0.800 5.461  0.001
C18 0.942 -0.557 5.354  0.001
C19 1.569 -0.484 4.109  0.003
C20 0.796 -0.652 2.974  -0.002
C21 3.750 -1.534 -1.352  -0.058
C22 4.023 -2.690 -2.324  0.002
C23 5.064 -0.829 -1.010  0.006
C24 2.813 -0.553 -2.076  0.191
H1 5.606 -3.286 2.435  0.000
H2 4.537 -1.968 2.857  0.000
H3 5.539 -1.861 1.406  0.000
H4 4.778 -5.171 1.150  0.000
H5 5.286 -4.104 -0.154  0.000
H6 3.698 -4.886 -0.217  0.001
H7 3.333 -4.387 2.998  0.000
H8 2.080 -4.457 1.748  0.001
H9 2.257 -3.011 2.751  -0.001
H10 2.785 0.208 0.602  -0.014
H11 3.166 -0.758 2.007  0.000
H12 -3.184 -0.659 1.892  0.001
H13 -2.729 -2.359 1.907  -0.006
H14 -4.226 -4.006 -1.309  0.002
H15 -3.722 -4.250 0.373  -0.003
H16 -3.003 -5.203 -0.918  0.002
H17 -2.624 -2.869 -2.981  0.007
H18 -1.511 -4.196 -2.631  0.000
H19 -0.954 -2.534 -2.493  0.008
H20 -1.286 -3.853 1.034  0.000
H21 -0.149 -3.106 -0.104  0.005
H22 -0.775 -4.719 -0.412  -0.003
H23 -5.583 -2.918 -0.175  0.004
H24 -6.399 -1.419 0.232  0.000
H25 -5.116 -2.018 1.271  0.000
H26 -4.691 -2.213 -2.472  0.008
H27 -4.116 -0.560 -2.701  0.005
H28 -5.802 -0.862 -2.278  0.001
H29 -4.739 0.476 0.907  0.002
H30 -5.584 0.761 -0.608  0.000
H31 -3.843 1.027 -0.504  -0.007
H32 -2.265 -1.181 4.401  0.000
H33 -0.881 -0.855 6.438  0.000
H34 1.532 -0.423 6.251  0.000
H35 2.631 -0.287 4.045  0.000
H36 4.766 -3.389 -1.945  0.000
H37 4.401 -2.287 -3.268  0.000
H38 3.111 -3.251 -2.538  0.000
H39 5.814 -1.525 -0.636  0.000
H40 4.926 -0.043 -0.262  0.000
H41 5.476 -0.359 -1.909  -0.001
H42 1.823 -0.991 -2.237  -0.019
H43 3.230 -0.309 -3.057  -0.002
H44 2.677 0.378 -1.527  -0.076
C25 1.390 5.388 -0.593  0.033
Si1 1.791 3.611 -0.971  0.026
C26 3.048 2.999 0.255  0.000
C27 2.402 3.476 -2.716  0.008
Sb1 -0.440 2.351 -0.719  0.510
Si2 -1.353 3.427 1.434  0.014
C28 -1.736 5.219 1.142  0.015
C29 -0.016 3.181 2.689  0.000
C30 -2.882 2.517 1.923  0.005
Si3 -1.601 3.143 -2.875  -0.013
C31 -0.843 2.052 -4.176  0.030
C32 -1.267 4.943 -3.187  0.021
C33 -3.419 2.820 -2.767  -0.003
H45 2.206 6.006 -0.980  0.003
H46 1.327 5.557 0.484  -0.001
H47 0.461 5.729 -1.049  -0.005
H48 3.702 3.834 0.524  0.000
H49 3.674 2.210 -0.163  -0.001
H50 2.590 2.624 1.173  0.000
H51 3.264 4.142 -2.822  0.001
H52 1.648 3.798 -3.435  -0.001
H53 2.717 2.466 -2.978  -0.001
H54 -0.837 5.834 1.127  0.000
H55 -2.371 5.567 1.961  0.001
H56 -2.278 5.383 0.209  -0.003
H57 0.895 3.721 2.419  0.000
H58 0.233 2.123 2.808  -0.001
H59 -0.353 3.557 3.660  0.000
H60 -3.684 2.652 1.197  0.002
H61 -3.232 2.885 2.892  0.000
H62 -2.668 1.452 2.019  -0.005
H63 0.229 2.226 -4.281  -0.003
H64 -1.313 2.223 -5.149  0.002
H65 -0.986 0.997 -3.920  -0.008
H66 -0.204 5.135 -3.346  0.001
H67 -1.602 5.557 -2.348  -0.003
H68 -1.804 5.275 -4.079  0.002
H69 -3.601 1.752 -2.660  0.017
H70 -3.913 3.157 -3.682  0.001
H71 -3.880 3.339 -1.924  0.002

Forces on the atoms, in the same order (eV/Å):
-0.3 0.4 0.3
0.0 0.0 0.0
0.0 0.0 0.1
0.0 -0.1 0.0
0.0 0.0 0.0
-0.1 0.0 0.0
0.0 0.0 0.0
-0.2 0.1 0.4
0.1 0.0 0.1
0.0 0.2 0.1
0.0 0.0 0.1
0.5 -0.1 -0.1
0.0 0.0 -0.1
0.0 -0.1 0.0
0.0 0.0 0.0
0.0 0.0 0.0
0.0 0.1 -0.2
-0.1 0.0 0.0
-0.1 0.0 0.0
-0.1 0.0 0.0
-0.1 -0.1 -0.2
0.0 0.0 0.1
0.0 0.0 -0.1
0.0 0.0 -0.1
0.0 0.0 0.1
0.1 -0.1 -0.2
0.1 0.0 -0.1
0.1 0.0 -0.1
0.0 0.1 -0.1
0.1 0.0 -0.1
0.0 0.0 0.0
0.0 0.0 0.0
0.0 0.0 0.0
0.0 0.0 0.0
0.0 0.0 0.1
0.0 0.0 0.0
0.0 0.0 0.0
0.0 0.0 0.0
0.0 0.0 0.0
0.0 0.1 -0.1
0.1 0.1 0.0
0.0 0.0 0.0
0.0 0.0 0.0
0.0 0.0 0.0
0.0 0.0 0.0
0.0 0.0 0.0
0.0 0.0 0.0
0.0 0.0 0.0
0.0 0.0 0.0
0.0 0.0 0.0
0.0 0.0 0.0
0.0 0.0 0.0
0.0 0.0 0.0
0.0 0.0 0.0
0.0 0.0 0.0
0.0 0.0 0.0
0.0 0.0 0.0
0.0 0.0 0.0
0.0 0.0 0.0
0.0 0.0 0.0
0.1 0.1 -0.1
0.0 0.0 0.0
0.0 0.0 0.0
0.0 0.0 0.0
0.0 0.0 0.0
-0.1 0.1 0.0
0.0 0.0 0.0
0.0 0.0 0.0
0.0 0.0 0.0
0.0 0.0 0.0
0.0 0.0 0.0
0.0 -0.1 0.0
0.0 0.0 0.0
0.0 0.1 0.1
-0.1 0.2 0.1
0.0 -0.1 0.1
0.1 -0.1 0.1
0.1 0.0 -0.2
-0.3 -0.4 -0.4
0.0 -0.1 -0.1
0.0 0.2 -0.1
0.2 0.0 0.1
-0.2 -0.1 0.1
0.1 0.0 0.1
0.1 -0.1 -0.1
0.1 0.2 0.0
-0.2 0.0 0.1
0.0 0.0 0.0
0.0 0.0 0.0
0.0 0.0 0.0
0.0 0.0 0.0
0.0 0.0 0.0
0.0 0.0 0.0
0.0 -0.1 0.0
0.1 0.0 0.0
0.0 0.0 0.0
0.0 0.0 0.0
0.0 0.0 0.0
0.0 0.0 0.0
0.0 0.0 0.0
0.0 0.0 0.0
0.0 0.0 0.0
0.0 0.0 0.0
0.0 0.0 0.0
0.0 0.0 0.0
0.0 0.0 0.0
0.0 0.0 0.0
0.0 0.0 0.0
0.0 0.0 0.0
0.0 0.0 0.0
0.0 0.0 0.0
-0.1 -0.1 0.0
0.0 0.0 0.0
0.0 0.0 0.0

Calculated values
* DFT total energy: -91024.6878 eV
* multiplicity: 3
* net charge: +1